# 1
54
Properties=species:S:1:pos:R:3 method="wB97M-V/def2-TZVPD" orbital_gap_ha="0.3210 / 0.2729" total_charge=+2 total_energy_ha=-3476.53063 spin_multiplicity=2 largest_force_ev_per_a=0.914 de_lowest_kcal_mol=11.4
Ru 0.33371 -0.12333 0.74445
N 0.51230 0.38411 2.84219
C -0.17568 -0.34764 3.94750
C 0.17518 -1.83347 3.92298
C -1.00946 -2.72693 3.56478
C -1.72452 -2.27197 2.29764
N -0.77061 -1.89133 1.21144
H 1.51589 0.32630 3.01182
H 0.30138 1.37286 2.94828
H -1.24511 -0.18572 3.81255
H 0.09884 0.12139 4.89192
H 0.62387 -2.14406 4.86470
H 0.95779 -1.97935 3.17272
H -1.74817 -2.73818 4.36840
H -0.66851 -3.75796 3.45295
H -2.35506 -1.40546 2.48569
H -2.37362 -3.06165 1.91981
H -1.29401 -1.93737 0.33611
H -0.07566 -2.63481 1.12668
C 4.95109 -1.47131 0.88717
C 3.54784 -1.13633 1.03984
N 2.43923 -0.87442 1.17568
H 5.44642 -1.40655 1.85533
H 5.41489 -0.77447 0.19037
H 5.03695 -2.48737 0.50341
C -1.34384 2.88796 2.01189
As -1.44324 1.52723 0.63839
C -1.46932 2.54613 -0.99735
C -3.22260 0.79651 0.78245
H -2.00242 3.70463 1.71764
H -0.33097 3.28096 2.09548
H -1.69439 2.50908 2.97181
H -2.22095 3.32562 -0.87675
H -1.75010 1.90636 -1.83095
H -0.49877 3.00287 -1.17595
H -3.95335 1.58736 0.61734
H -3.37703 0.37659 1.77382
H -3.35610 0.02657 0.02377
O -0.31600 -0.44959 -1.16408
C 0.56958 0.36621 -1.65101
O 1.30685 0.94099 -0.77836
C 0.70841 0.58679 -3.08286
C 1.55552 1.59001 -3.55999
C 1.66855 1.80018 -4.92265
C 0.94486 1.01243 -5.81027
C 0.11905 0.02259 -5.30823
C -0.02043 -0.21256 -3.95931
N -0.65236 -0.82344 -6.24896
O -0.56791 -0.55586 -7.42207
O -1.34078 -1.69265 -5.75918
H 2.11719 2.19499 -2.86077
H 2.31890 2.57550 -5.30201
H 1.01096 1.15220 -6.88028
H -0.67431 -1.00068 -3.61593

***

# 2
53
Properties=species:S:1:pos:R:3 method="wB97M-V/def2-TZVPD" orbital_gap_ha=0.1412 total_charge=-1 total_energy_ha=-16245.75253 spin_multiplicity=1 largest_force_ev_per_a=2.359
C -2.19598 -1.98490 -4.12039
C -2.51211 -1.00702 -3.50198
C -2.95406 0.24876 -2.82719
C -1.84281 0.69287 -1.82261
C -1.69311 -0.32269 -0.65685
C -1.30240 0.31242 0.71314
C -1.38632 -0.74589 1.68808
C -2.55856 -1.48183 1.97536
B 0.17618 0.80975 0.76416
O 0.47164 1.97123 1.54626
O 1.30186 0.19791 0.14966
C 1.51563 0.60875 -1.18527
C 3.02862 0.82462 -1.50477
H -1.82507 -2.82916 -4.65574
H -3.00292 1.01521 -3.61718
H -3.92349 0.09758 -2.33853
H -2.03272 1.71907 -1.47246
H -0.91645 0.70754 -2.41941
H -2.65959 -0.84010 -0.56889
H -0.95205 -1.10878 -0.90973
H -0.46120 -1.03894 2.24159
H -2.53334 -2.54924 1.70880
H -3.43226 -1.07643 2.48356
H 1.05234 1.64013 2.24857
H 1.19581 -0.23038 -1.83327
H 0.92473 1.48483 -1.49092
H 3.61474 0.80947 -0.57782
H 3.40782 0.06892 -2.20433
H 3.11593 1.80395 -2.00152
Br 7.03452 1.93987 1.02988
C 5.28482 2.55791 1.62444
C 4.85208 1.85878 2.88500
Br 4.24108 0.04947 2.51768
H 4.59762 2.40671 0.79721
H 5.40615 3.62497 1.80228
H 3.99476 2.36599 3.32440
H 5.64307 1.78294 3.62526
Br -4.80276 0.75680 0.64546
C -5.38690 2.13254 -0.60357
C -6.85838 2.02532 -0.90992
Br -7.22740 0.56225 -2.14393
H -4.76073 2.04183 -1.48731
H -5.17204 3.07733 -0.10570
H -7.21210 2.92107 -1.41997
H -7.46351 1.85224 -0.02537
Br 1.08447 -3.69427 1.34159
C 2.79301 -4.56623 1.65060
C 3.89726 -3.54958 1.73764
Br 4.37616 -2.87140 -0.02031
H 2.93451 -5.28841 0.85182
H 2.68497 -5.09412 2.59726
H 4.80819 -3.99937 2.13017
H 3.63028 -2.69031 2.34507

***

# 3
59
Properties=species:S:1:pos:R:3 method="wB97M-V/def2-TZVPD" orbital_gap_ha=0.3217 smiles="CCOB(O)[C@H](CC(=O)c1ccccc1)O[C@](Br)(OCC)[C@H](CP(=O)(O)O)NP(N)O" total_energy_ha=-4694.79431 spin_multiplicity=1 largest_force_ev_per_a=3.060 de_lowest_kcal_mol=73.9
C 5.72115 1.40846 -0.18406
C 4.38841 1.94997 0.47137
O 3.30599 1.75712 -0.46259
B 2.09995 2.04781 0.18679
O 1.86615 3.32171 0.81146
C 0.85093 0.97868 0.32332
C 1.56100 -0.44647 0.37360
C 1.99599 -1.02738 -1.00949
O 1.97327 -0.45762 -2.06860
C 2.54129 -2.51224 -0.96504
C 1.50085 -3.55672 -0.89367
C 1.88783 -4.96351 -0.80284
C 3.31496 -5.33352 -0.76709
C 4.33382 -4.28311 -0.86363
C 3.95064 -2.86134 -0.95364
O 0.01294 1.25357 -0.78138
C -1.34847 0.92874 -0.71906
Br -1.43520 -1.03863 -1.21441
O -1.92848 1.76508 -1.68749
C -3.03424 1.22789 -2.41412
C -2.65899 0.67677 -3.86760
C -2.06457 1.16423 0.67054
C -1.92086 -0.07085 1.69626
P -3.36937 -1.23972 1.75594
O -4.21770 -1.29283 0.53278
O -4.18386 -0.96684 3.16421
O -2.70617 -2.76830 1.94054
N -3.46338 1.63192 0.60382
P -4.04210 2.22364 2.17508
N -3.48982 3.87002 2.42942
O -5.72989 2.31511 2.08982
H 6.52589 1.20251 0.56973
H 6.07869 2.14965 -0.94559
H 5.42841 0.47734 -0.74897
H 4.54760 3.02100 0.76145
H 4.22094 1.37875 1.43196
H 2.06947 3.18663 1.75950
H 0.47596 1.17654 1.36172
H 0.98922 -1.23957 0.92009
H 2.51678 -0.29307 0.96281
H 0.41661 -3.28123 -0.90712
H 1.08590 -5.73836 -0.72263
H 3.63441 -6.39882 -0.66629
H 5.42085 -4.54725 -0.83161
H 4.69698 -2.03814 -1.00016
H -3.70739 0.52828 -1.84874
H -3.70619 2.11216 -2.64121
H -2.72921 -0.43566 -3.91903
H -3.34558 1.13578 -4.63548
H -1.62618 1.04609 -4.08724
H -1.48003 1.99493 1.18151
H -0.92977 -0.58563 1.57777
H -1.86772 0.41318 2.71781
H -4.96677 -0.43260 2.94739
H -2.42585 -3.08096 1.05713
H -3.56225 2.47150 0.00950
H -3.05916 4.22754 1.56794
H -4.33886 4.43422 2.59100
H -6.07486 1.41357 1.96648

***

# 4
52
Properties=species:S:1:pos:R:3 method="wB97M-V/def2-TZVPD" orbital_gap_ha="0.1210 / 0.1412" total_charge=-2 total_energy_ha=-2352.67406 spin_multiplicity=5 largest_force_ev_per_a=3.374 de_lowest_kcal_mol=11.5
C -0.83471 0.72438 -2.96668
C -0.94870 -0.62106 -3.47499
C 0.39642 -1.19370 -3.49867
C -2.11167 -1.31978 -4.04315
C 1.27700 -0.21022 -2.90660
C 0.52331 0.95855 -2.65424
C 1.11615 2.29400 -2.34896
C -1.89250 1.75502 -3.04265
C 0.72395 -2.40707 -4.27127
C 2.74700 -0.35915 -2.71600
Ru -0.65753 -1.83539 -1.67365
Cl -0.93845 -4.03988 -1.77673
Cl -2.40802 -1.13004 -0.42230
Cl 1.06894 -1.68887 -0.16077
H -2.96631 -0.63485 -4.10814
H -2.38457 -2.17735 -3.39733
H -1.83949 -1.72413 -5.02916
H 0.05708 -3.22054 -3.95932
H 1.76464 -2.70327 -4.09742
H 0.58057 -2.20986 -5.34217
H 3.00188 -1.35774 -2.32911
H 3.11756 0.38166 -1.98487
H 3.28978 -0.20377 -3.66587
H 2.01353 2.19621 -1.74167
H 0.40422 2.92709 -1.82505
H 1.39923 2.80782 -3.27615
H -2.85360 1.33041 -2.74601
H -2.01730 2.15060 -4.06218
H -1.63764 2.60239 -2.39810
O 0.12475 2.21083 0.81903
H 0.77877 2.92201 0.90955
C 0.32886 -1.52446 3.07390
C -0.44253 -0.24471 3.38657
C -1.65784 -0.72058 4.16053
O -0.79903 0.35911 2.11689
B 0.14251 1.37896 1.88414
O 1.00902 1.59346 2.95345
C 0.40785 0.91176 4.06360
C -0.49044 1.91348 4.80999
C 1.54353 0.50974 4.98467
H -0.27498 -2.10440 2.35721
H 0.49979 -2.16572 3.95329
H 1.29566 -1.28342 2.60822
H -2.17269 -1.53416 3.62936
H -1.29854 -1.15009 5.10469
H -2.37098 0.07298 4.39272
H -0.78165 1.48934 5.77912
H 0.08734 2.82548 5.00765
H -1.39855 2.17537 4.24250
H 2.17379 -0.27782 4.55642
H 2.14720 1.40417 5.18361
H 1.15737 0.14725 5.94211

***

# 5
52
Properties=species:S:1:pos:R:3 method="wB97M-V/def2-TZVPD" orbital_gap_ha=0.2889 total_charge=+1 total_energy_ha=-1211.80284 spin_multiplicity=1 largest_force_ev_per_a=1.545
C -3.18286 0.95032 2.92887
C -3.24741 1.92159 1.72632
N -2.07376 1.85385 0.83300
C -1.86002 0.64739 0.16784
C -2.89757 -0.17273 -0.25014
N -2.64546 -1.32704 -0.90720
C -1.41174 -1.74731 -1.20340
C -1.20205 -3.05528 -1.93434
C -0.11716 -3.80207 -1.20897
O 0.94215 -4.05770 -1.62931
F -0.50427 -4.16404 0.00689
C -0.33427 -0.96216 -0.81175
C -0.55279 0.21800 -0.12549
C 0.63661 1.00225 0.32884
O 1.06302 0.76171 1.42208
O 1.10744 1.87700 -0.52799
C 2.53802 2.09124 -0.47226
C 2.95875 3.13622 0.55042
H -3.14016 1.53932 3.83638
H -2.29708 0.32321 2.88659
H -4.07035 0.32856 2.97013
H -3.27097 2.93625 2.10306
H -4.17324 1.79461 1.17825
H -1.25967 1.99970 1.42321
H -3.93081 0.05865 -0.07394
H -3.41086 -1.92582 -1.19040
H -0.90788 -2.89497 -2.96220
H -2.09959 -3.66548 -1.82577
H 0.67989 -1.25628 -1.03166
H 2.87972 2.40769 -1.44988
H 3.05259 1.15940 -0.25531
H 2.20013 3.89989 0.68704
H 3.05326 2.62768 1.50595
H 3.93891 3.53667 0.32972
C 5.86892 6.68015 0.48516
C 6.74931 5.55881 1.00405
O 6.17102 4.27581 0.75213
H 4.88261 6.63445 0.94864
H 6.30988 7.65463 0.69623
H 5.72791 6.59258 -0.59508
H 6.87329 5.63684 2.08214
H 7.73906 5.60477 0.54042
H 6.07391 4.18760 -0.20108
C -3.46191 -7.34530 -0.73506
C -4.05651 -6.24330 -1.59028
O -3.16869 -5.85259 -2.64293
H -2.51422 -7.02359 -0.30115
H -4.13966 -7.62396 0.07204
H -3.26024 -8.23293 -1.33751
H -4.24157 -5.35169 -0.98941
H -5.00739 -6.56431 -2.02413
H -3.00626 -6.62830 -3.18871

***

# 6
48
Properties=species:S:1:pos:R:3 method="wB97M-V/def2-TZVPD" orbital_gap_ha=0.3413 total_energy_ha=-885.85551 spin_multiplicity=1 largest_force_ev_per_a=17.794 de_lowest_kcal_mol=417.5
O -1.73746 -2.18439 1.06528
C -1.85542 -1.00911 1.11654
N -2.87924 -0.27195 0.49846
H -3.09364 0.59766 0.62475
C -3.90929 -1.17971 -0.56379
C -3.88034 -0.46432 -1.75386
H -2.88192 -0.28592 -1.90480
H -4.24847 -1.05547 -2.66067
C -4.74752 0.91031 -1.83183
H -5.15175 1.02406 -2.69719
H -4.13819 1.95793 -1.49920
C -5.81677 0.73864 -0.70652
H -6.71446 0.51034 -1.08316
H -5.58795 1.48903 0.20926
C -5.40802 -0.76575 -0.16782
H -5.63021 -0.84290 1.16082
H -5.98327 -1.66613 -0.46995
H -3.70686 -2.11562 -0.32061
C -1.02908 0.01769 1.90478
H -0.52547 -0.67711 2.70305
H -1.79784 0.52337 2.53351
C -0.38390 0.88802 1.22323
H 0.21911 0.27813 0.37780
C 0.73066 1.60124 2.03870
H 0.30828 2.31327 2.40441
C 1.69448 2.50744 0.95677
C 2.18983 1.56541 -0.24283
O 1.87786 2.15715 -1.41155
N 3.01036 0.76883 0.18475
H 3.34610 0.59402 1.11212
C 3.69245 0.02373 -0.94946
C 5.19191 -0.07038 -0.95655
H 5.55784 0.63155 0.02317
H 5.63301 0.24322 -1.76023
C 5.64372 -1.55442 -0.58545
H 6.63961 -1.33714 0.02663
H 5.86982 -1.98534 -1.71420
C 4.49105 -2.11178 0.39230
H 4.45521 -1.78009 1.18991
H 4.40469 -3.09108 0.18538
C 3.37601 -1.62950 -0.46238
H 2.22582 -1.55194 0.17754
H 3.06516 -2.12207 -1.53743
H 3.25443 0.11087 -1.83946
H 2.32258 2.99459 1.46471
H 1.13002 3.22067 0.57616
H 1.53346 0.72273 2.40300
H -0.75643 1.36225 0.56591

***

# 7
77
Properties=species:S:1:pos:R:3 method="wB97M-V/def2-TZVPD" orbital_gap_ha=0.2180 total_charge=-1 total_energy_ha=-13524.76791 spin_multiplicity=1 largest_force_ev_per_a=1.497
C -4.68334 -2.86568 -3.34899
O -3.83897 -1.90859 -2.71419
B -3.01505 -2.28367 -1.65404
O -2.83326 -3.66150 -1.41073
Al -2.00382 -0.80669 -0.42584
C -1.76063 0.96114 -1.39503
C -0.13507 -1.53947 -0.02156
C 0.62592 -0.55010 0.90179
C 1.97522 -0.02608 0.34780
C 2.11952 1.50203 0.30525
C 2.37498 2.22291 1.65189
N 1.80788 1.64242 2.87208
H -4.12792 -3.48559 -4.07259
H -5.16333 -3.52806 -2.61412
H -5.44965 -2.31030 -3.90557
H -2.65541 -4.20893 -2.18670
H -2.72962 -0.59855 1.03023
H -2.66255 1.58955 -1.31292
H -1.59036 0.78468 -2.46933
H -0.91653 1.54101 -0.98417
H -0.22987 -2.52167 0.46899
H 0.41631 -1.69715 -0.96407
H 0.79756 -1.05135 1.86601
H -0.00787 0.32575 1.13458
H 2.83634 -0.48751 0.86826
H 2.05274 -0.37612 -0.69543
H 1.21773 1.91201 -0.17793
H 2.97964 1.73339 -0.34776
H 1.93171 3.22660 1.56636
H 3.45640 2.37965 1.79757
H 0.79192 1.63991 2.82259
H 2.09850 0.67624 2.99522
C 3.57058 0.35231 -2.96278
Cl 1.83794 0.32132 -2.68068
Cl 4.37343 1.43421 -1.81657
Cl 4.26390 -1.26869 -2.87065
H 3.75055 0.73762 -3.95824
C 0.37382 6.55365 2.31186
Cl 1.18052 6.27687 3.86001
Cl 1.36802 7.60463 1.29490
Cl 0.06309 5.03721 1.48806
H -0.56679 7.05433 2.50270
C -8.80991 -4.83777 -2.37347
Cl -10.32253 -5.75004 -2.39470
Cl -7.46598 -5.84086 -2.91257
Cl -8.94359 -3.36561 -3.33063
H -8.61701 -4.55582 -1.34473
C 4.32282 8.15596 4.03017
Cl 3.93065 8.42609 5.73140
Cl 4.18360 9.65431 3.10934
Cl 5.93483 7.46020 3.85850
H 3.60556 7.45018 3.62910
C 1.51678 -2.92747 4.42547
Cl 0.10546 -1.95183 4.81294
Cl 2.70551 -1.98623 3.53176
Cl 2.22960 -3.62545 5.88974
H 1.19643 -3.74425 3.79091
C 5.11513 5.12373 -1.65864
Cl 6.62170 5.92337 -1.20957
Cl 3.72437 5.91141 -0.92286
Cl 4.93943 5.04480 -3.41228
H 5.15455 4.10757 -1.28581
C -8.15807 -5.67104 1.88574
Cl -9.20808 -6.57028 0.78694
Cl -7.66792 -4.12918 1.18932
Cl -8.94690 -5.43138 3.44754
H -7.26479 -6.26062 2.04857
C 9.21928 3.15226 0.63392
Cl 7.55952 2.73016 0.21721
Cl 10.30865 1.80292 0.30642
Cl 9.75011 4.60270 -0.22006
H 9.25307 3.35884 1.69599
C -3.88321 -7.78360 -4.20524
Cl -4.33898 -7.70422 -5.90829
Cl -3.42307 -6.20031 -3.59006
Cl -5.19315 -8.46149 -3.23595
H -3.02803 -8.44074 -4.11239

***

# 8
55
Properties=species:S:1:pos:R:3 method="wB97M-V/def2-TZVPD" orbital_gap_ha=0.3451 smiles="C[C@H](Br)[C@@H](Br)B(F)OC#N.CC(C)=O.CC(C)=O.CC(C)=O.CC(C)=O" total_energy_ha=-6330.83152 spin_multiplicity=1 largest_force_ev_per_a=1.001
C -1.73207 -4.71078 0.79613
C -0.93838 -3.67014 0.02469
Br 0.84834 -4.34590 -0.34578
C -0.92459 -2.29012 0.68872
Br -0.69245 -2.32713 2.63532
B 0.16246 -1.27416 0.16598
F 1.43526 -1.31944 0.43792
O -0.21284 -0.15512 -0.63642
C -1.17416 -0.45968 -1.45219
N -2.12967 -0.73144 -2.03494
H -2.64818 -4.25946 1.17888
H -1.15725 -5.12030 1.62283
H -2.02235 -5.51833 0.12630
H -1.43502 -3.52958 -0.93471
H -1.92791 -1.89227 0.53735
C -0.17262 3.21611 0.33090
C 0.08155 4.54392 -0.34257
C -0.84389 4.91051 -1.48046
O 0.97968 5.27395 0.00216
H 0.55501 3.06290 1.12506
H -1.18027 3.19212 0.75007
H -0.07319 2.41062 -0.39748
H -1.87476 4.95423 -1.12524
H -0.78476 4.15846 -2.26966
H -0.56048 5.87966 -1.88385
C 3.12878 -0.16738 2.96020
C 4.41278 -0.53388 3.65952
C 5.21527 0.61099 4.23282
O 4.78835 -1.67928 3.75457
H 2.63955 -1.06547 2.59332
H 2.46161 0.34681 3.65543
H 3.33677 0.50324 2.12427
H 4.62061 1.15117 4.97140
H 5.48951 1.30728 3.43848
H 6.11565 0.22579 4.70572
C 2.57285 1.48250 -1.75595
C 3.53594 2.22774 -0.86133
C 4.64555 2.99311 -1.53691
O 3.41836 2.20584 0.34214
H 1.82886 0.98678 -1.14046
H 2.07703 2.17982 -2.43479
H 3.10989 0.73818 -2.34638
H 4.22502 3.74852 -2.20273
H 5.26153 2.31391 -2.12890
H 5.26262 3.48002 -0.78605
C -5.35087 -1.19791 -2.15013
C -5.50528 -2.58311 -1.57264
C -6.83716 -3.26652 -1.76261
O -4.59806 -3.12396 -0.97742
H -4.34623 -0.85218 -1.93636
H -5.50680 -1.21619 -3.22999
H -6.08109 -0.52261 -1.69946
H -7.05378 -3.37079 -2.82698
H -7.62935 -2.67026 -1.30702
H -6.81538 -4.25079 -1.30077